DFT (ωB97M-V with the def2-TZVPD basis set) results for a structure of composition C40H51GaNOP2Si2.

The value obtained for the LUMO energy is 2.6 eV. The calculation puts the total energy at -4871.3168 Eh. Its spin multiplicity is 1. The charge is -1. The HOMO-LUMO gap comes out at 4.870 eV. The HOMO energy comes out at -2.3 eV.

Last column: Löwdin charge in e.
Cartesian coordinates (Å):
Ga  -0.092  1.274  0.574  0.59
C  -1.953  -1.552  2.278  -0.27
P  -2.259  -1.962  0.498  1.09
C  -3.699  -0.938  0.029  -0.38
C  -3.905  0.344  0.532  -0.09
C  -4.955  1.123  0.056  -0.09
C  -5.798  0.644  -0.934  -0.10
C  -5.582  -0.623  -1.461  -0.09
C  -4.542  -1.403  -0.985  -0.11
C  -3.089  -3.590  0.681  -0.38
C  -2.462  -4.712  0.148  -0.10
C  -3.025  -5.976  0.288  -0.09
C  -4.226  -6.128  0.960  -0.10
C  -4.865  -5.014  1.496  -0.09
C  -4.299  -3.758  1.357  -0.10
C  -0.569  -1.100  2.645  -0.37
C  0.071  -1.478  3.809  -0.08
C  1.281  -0.746  3.868  -0.08
C  1.310  0.053  2.751  -0.41
C  2.358  1.063  2.355  -0.29
P  2.858  0.550  0.658  1.09
C  4.014  -0.780  1.185  -0.34
C  3.497  -2.038  1.490  -0.10
C  4.310  -3.027  2.027  -0.08
C  5.650  -2.776  2.273  -0.11
C  6.171  -1.517  2.003  -0.10
C  5.357  -0.527  1.476  -0.10
C  3.941  1.814  -0.096  -0.37
C  3.598  3.157  0.060  -0.09
C  4.256  4.151  -0.649  -0.09
C  5.265  3.819  -1.543  -0.10
C  5.605  2.486  -1.721  -0.10
C  4.949  1.492  -1.006  -0.12
N  0.189  -0.176  1.970  0.01
H  -2.140  -2.486  2.810  0.08
H  -2.711  -0.847  2.638  0.08
H  -3.243  0.756  1.289  0.08
H  -5.106  2.115  0.461  0.10
H  -6.611  1.259  -1.300  0.10
H  -6.225  -1.004  -2.245  0.10
H  -4.384  -2.391  -1.404  0.10
H  -1.519  -4.593  -0.377  0.09
H  -2.522  -6.839  -0.132  0.10
H  -4.668  -7.111  1.069  0.10
H  -5.805  -5.129  2.023  0.10
H  -4.804  -2.891  1.769  0.11
H  -0.306  -2.189  4.529  0.09
H  2.040  -0.778  4.636  0.09
H  3.202  1.048  3.046  0.09
H  1.870  2.050  2.367  0.04
H  2.443  -2.237  1.342  0.08
H  3.883  -3.994  2.264  0.10
H  6.284  -3.550  2.689  0.09
H  7.212  -1.300  2.216  0.10
H  5.770  0.457  1.296  0.10
H  2.801  3.431  0.742  0.08
H  3.970  5.186  -0.507  0.10
H  5.774  4.593  -2.103  0.09
H  6.380  2.212  -2.426  0.10
H  5.215  0.456  -1.173  0.10
C  1.047  -2.189  -0.830  -0.21
Si  0.347  -0.925  -2.033  0.38
C  1.808  -0.652  -3.197  -0.19
C  -0.970  -1.830  -3.047  -0.18
C  -0.401  0.634  -1.337  -0.45
Si  -0.624  2.062  -2.520  0.39
C  -0.893  3.734  -1.722  -0.20
C  -2.160  1.762  -3.576  -0.17
C  0.817  2.362  -3.699  -0.18
H  0.926  -3.188  -1.266  0.03
H  0.561  -2.172  0.145  -0.02
H  2.116  -2.027  -0.688  0.00
H  2.279  -1.627  -3.360  0.03
H  2.562  0.010  -2.759  0.02
H  1.529  -0.248  -4.171  0.01
H  -0.536  -2.681  -3.582  0.03
H  -1.447  -1.176  -3.780  0.01
H  -1.756  -2.209  -2.388  -0.01
H  -1.452  0.332  -1.160  -0.02
H  -1.677  3.712  -0.963  0.02
H  -1.173  4.455  -2.498  0.03
H  0.012  4.095  -1.228  0.02
H  -3.052  1.723  -2.942  0.03
H  -2.108  0.819  -4.124  0.01
H  -2.293  2.570  -4.302  0.03
H  1.783  2.374  -3.186  0.03
H  0.664  3.351  -4.143  0.03
H  0.875  1.638  -4.513  0.01
C  -2.621  3.256  2.054  -0.19
O  -1.521  2.583  2.593  -0.29
C  -0.251  2.759  1.938  -0.37
C  -0.018  4.207  1.543  -0.23
H  -2.801  2.941  1.011  0.06
H  -2.505  4.345  2.062  0.07
H  -3.492  2.996  2.665  0.08
H  -0.740  4.738  0.899  0.03
H  0.954  4.293  1.048  0.03
H  0.052  4.802  2.470  0.07